1.
2 unconnected molecules or ions with the total composition C27H33BrN4O6P2S2 at a distorted geometry. Source: OMol25; level of theory: ωB97M-V/def2-TZVPD.

```
75
Properties=species:S:1:pos:R:3
C -2.63665 3.36389 4.70498
C -3.62264 3.53915 3.58778
O -4.33209 4.51461 3.49010
N -3.71369 2.45621 2.67198
C -4.89381 2.56182 1.79785
C -2.51125 2.12499 1.97921
C -1.69067 3.11670 1.36786
O -2.05168 4.41328 1.51186
C -2.54529 5.07913 0.33281
C -2.26471 6.58448 0.40711
C -1.75963 7.04479 1.75847
O -1.30751 6.99947 -0.56350
C -0.56378 2.75959 0.66124
P 0.48662 3.97279 -0.17685
S 0.30912 4.01328 -2.11638
C -0.21883 1.39840 0.53135
N 0.89911 1.06275 -0.16818
C 1.22068 -0.19520 -0.26387
C 2.45651 -0.53871 -1.03827
C 2.15360 -1.12728 -2.42239
C 3.39543 -1.04746 -3.28844
O 4.01331 -0.02559 -3.44159
N 3.78290 -2.29588 -3.91939
C 5.15967 -2.63629 -3.81483
C 5.88926 -2.37743 -2.66337
C 7.20568 -2.77534 -2.57261
C 7.82227 -3.43524 -3.62233
C 7.09538 -3.68500 -4.77364
C 5.77781 -3.29042 -4.86978
C 0.38817 -1.18553 0.36929
Br 0.85255 -3.01296 0.27195
N -0.67715 -0.90157 1.03588
C -1.01246 0.41578 1.14163
C -2.15583 0.80389 1.88175
P -3.14408 -0.43645 2.75312
S -2.77085 -0.56219 4.66457
H -1.85140 4.11132 4.57533
H -2.21603 2.36493 4.76417
H -3.15628 3.62626 5.62429
H -5.00273 1.61723 1.26484
H -5.77303 2.71393 2.41313
H -4.79380 3.35781 1.06392
H -3.62276 4.93110 0.27694
H -2.05472 4.64147 -0.53838
H -3.21490 7.10196 0.24082
H -0.79101 6.60904 1.99848
H -1.62627 8.12453 1.70982
H -2.46887 6.80170 2.54735
H -1.35721 6.43592 -1.34417
H 1.77135 3.68279 0.29197
H 0.15684 5.17629 0.44917
H 3.02564 0.37788 -1.16951
H 3.03801 -1.26142 -0.46338
H 1.85235 -2.16985 -2.36756
H 1.35364 -0.56871 -2.91317
H 3.55978 -2.19922 -4.90583
H 5.43955 -1.86208 -1.82559
H 7.76704 -2.57072 -1.67149
H 8.84948 -3.76036 -3.54421
H 7.57483 -4.19021 -5.60076
H 5.23367 -3.50691 -5.78047
H -4.47249 -0.13208 2.44836
H -2.88662 -1.62922 2.08234
O 0.80493 -6.11889 -0.14063
C -0.27740 -6.61276 -0.01844
C -1.53348 -5.98509 0.55931
C -2.42833 -7.19757 0.81337
C -1.94199 -8.17039 -0.25541
O -0.54624 -7.87217 -0.42936
H -1.95106 -5.31014 -0.18982
H -1.29604 -5.42219 1.45749
H -3.49433 -6.99145 0.74809
H -2.22300 -7.60456 1.80394
H -2.44564 -8.02056 -1.21271
H -2.03695 -9.21405 0.03240
```

Computed properties:
total charge	0
energy relative to the best compared isomer or geometry (same formula, charge and spin)	0.0	kcal/mol
lowest unoccupied orbital energy	-1.32	eV
E_HOMO	-8.5	eV

Atomic partial charges in e from the Mulliken method, atoms 1 to 5:
1 C -0.989
2 C 0.760
3 O -0.591
4 N 0.524
5 C -0.864



2.
A molecular structure, C27H33Cl2CrN6O2. Source: OMol25; level of theory: ωB97M-V/def2-TZVPD.

```
71
Properties=species:S:1:pos:R:3
Cr 0.43138 -0.52019 -0.35933
Cl 2.37531 -6.07797 -4.64590
C 1.65216 -4.76510 -3.77276
C 0.25775 -4.58807 -3.83097
C -0.34491 -3.54995 -3.17727
Cl -2.06115 -3.34550 -3.28464
C 0.40265 -2.61311 -2.40580
O -0.17163 -1.58502 -1.87936
C 1.80254 -2.86015 -2.31585
C 2.64140 -2.08864 -1.45830
O 2.27229 -1.31231 -0.56959
C 2.41223 -3.91635 -3.03615
H -0.34693 -5.28003 -4.40926
H 3.72527 -2.22452 -1.57358
H 3.48873 -4.05663 -2.98274
C 2.66443 -0.44441 4.53929
N 2.25554 0.09878 3.24466
C 2.42077 1.54148 3.10118
C 1.51518 -0.59364 2.36344
N 0.59706 -0.00139 1.58859
C -0.28414 0.92891 2.23054
C -0.60086 0.76131 3.55626
C -1.26327 1.76668 4.29167
C -1.56533 2.95283 3.69972
C -1.33808 3.13604 2.31195
C -1.64882 4.37965 1.70163
C -1.47802 4.54384 0.36321
C -1.10999 3.44119 -0.43875
C -0.85263 2.20543 0.10091
N -0.73697 1.08100 -0.77626
C -1.55887 1.11975 -1.84115
N -1.09402 0.82276 -3.05619
C 0.31109 0.99274 -3.39890
C -1.90536 0.15694 -4.06899
N -2.86759 1.39149 -1.70687
C -3.52665 1.24202 -0.41268
C -3.61690 2.14667 -2.70559
C -0.80574 2.06909 1.53060
N 1.76789 -1.91851 2.23059
C 3.11740 -2.45763 2.38824
C 0.77294 -2.81398 1.62348
H 2.18070 0.13082 5.33271
H 3.74459 -0.37255 4.67116
H 2.36083 -1.48200 4.63920
H 1.69609 2.09113 3.70543
H 2.30101 1.82959 2.06056
H 3.42649 1.80360 3.42814
H -0.28343 -0.14603 4.06161
H -1.48874 1.60261 5.33908
H -2.00482 3.76573 4.26901
H -2.01695 5.19191 2.32281
H -1.66432 5.50687 -0.10156
H -1.08562 3.55686 -1.51985
H 0.83571 1.48639 -2.59031
H 0.39224 1.60198 -4.30068
H 0.77389 0.02307 -3.59419
H -2.85281 -0.15859 -3.64460
H -1.37257 -0.73245 -4.40687
H -2.08458 0.80204 -4.92853
H -3.00769 0.50051 0.18751
H -4.55066 0.90617 -0.58187
H -3.55031 2.18896 0.13453
H -2.97261 2.43042 -3.53387
H -3.99782 3.05892 -2.24023
H -4.46304 1.57388 -3.08966
H 3.83228 -1.64461 2.46937
H 3.36644 -3.04620 1.50451
H 3.20712 -3.10243 3.26432
H 0.09459 -3.23075 2.36519
H 1.28647 -3.62535 1.11610
H 0.19140 -2.27594 0.90188
```

Computed properties:
total charge	+1
spin multiplicity	5
lowest unoccupied orbital energy (spin up / spin down)	-2.95 / -3.12	eV
E_HOMO (spin up / spin down)	-9.8 / -10.0	eV

Atomic partial charges in e from the Mulliken method, atoms 1 to 5:
1 Cr 0.402
2 Cl -0.204
3 C 0.081
4 C -0.558
5 C 0.459



3.
C27H33FN4O2S in the gas phase. Source: OMol25; level of theory: ωB97M-V/def2-TZVPD.

```
68
Properties=species:S:1:pos:R:3
O -3.62259 -2.74911 2.45806
C -2.95042 -2.12947 1.65764
N -3.10585 -0.81643 1.40728
C -4.16965 -0.02248 1.97543
C -5.06072 0.58183 0.88991
C -4.27043 1.45665 -0.08822
N -3.40896 0.66815 -0.95494
C -2.39368 1.44297 -1.68062
C -2.62886 1.20297 -3.17265
C -3.26206 -0.18364 -3.17468
C -4.15123 -0.12758 -1.93611
C -1.76521 -2.77136 0.92792
C -0.46994 -2.20064 1.51446
C 0.76127 -2.76443 0.79666
N 0.66176 -2.50932 -0.62223
C 1.26827 -1.49185 -1.28311
O 0.83859 -1.06823 -2.35102
C 2.51804 -0.96620 -0.69933
C 3.57003 -1.66567 -0.12656
C 4.55764 -0.71597 0.15734
S 6.13926 -0.59013 0.84488
C 6.12084 1.12658 0.57794
C 4.98625 1.59341 -0.00298
C 4.08306 0.53633 -0.25063
N 2.85204 0.36654 -0.79737
C 2.02325 1.41588 -1.32301
C 1.05796 2.00011 -0.31878
C 0.74133 1.34049 0.86068
C -0.21422 1.84780 1.72411
C -0.83692 3.03686 1.39854
F -1.78600 3.52973 2.22352
C -0.51753 3.73584 0.24814
C 0.42992 3.20720 -0.60776
C -0.51160 -3.12081 -1.21463
C -1.78671 -2.55871 -0.58663
H -2.68114 -0.38922 0.59149
H -4.74912 -0.67107 2.63693
H -3.72824 0.78546 2.57169
H -5.56693 -0.21596 0.34626
H -5.82103 1.19853 1.37124
H -3.63940 2.13964 0.48658
H -4.98027 2.06443 -0.67805
H -1.40370 1.06774 -1.39442
H -2.43712 2.50358 -1.42383
H -3.32847 1.93938 -3.57185
H -1.70534 1.24704 -3.74485
H -3.83059 -0.39486 -4.07804
H -2.48796 -0.94174 -3.05981
H -4.36480 -1.11904 -1.53035
H -5.10798 0.35647 -2.18583
H -1.81052 -3.84456 1.14118
H -0.47970 -1.11466 1.40393
H -0.40867 -2.43693 2.57775
H 0.81948 -3.84718 0.95012
H 1.66348 -2.30625 1.19893
H 3.62509 -2.72508 0.02366
H 6.97952 1.69293 0.87979
H 4.81278 2.62904 -0.23218
H 2.67349 2.20336 -1.71425
H 1.44703 0.99873 -2.15838
H 1.24681 0.42129 1.11490
H -0.47662 1.33453 2.63586
H -1.00952 4.67144 0.03358
H 0.67868 3.73289 -1.51751
H -0.44931 -4.20175 -1.05322
H -0.48957 -2.91473 -2.28608
H -1.83568 -1.49584 -0.82359
H -2.65654 -3.05173 -1.02304
```

Computed properties:
total charge	0
energy relative to the best compared isomer or geometry (same formula, charge and spin)	0.4	kcal/mol
lowest unoccupied orbital energy	0.60	eV
E_HOMO	-8.1	eV

Atomic partial charges in e from the Mulliken method, atoms 1 to 5:
1 O -0.733
2 C 0.099
3 N 0.480
4 C -0.892
5 C -0.684



| no. | E (eV) |
| --- | --- |
| 1 | -157070.860 |
| 2 | -95033.492 |
| 3 | -52144.242 |